Arrangement 1

Molecular formula: C5H3N
Method: DFT, ωB97M-V/def2-TZVPD

Geometry as XYZ:
```
9
C5H3N (ωB97M-V/def2-TZVPD)
C 0.039 1.196 1.594
C 0.226 0.739 -0.014
C -0.207 -0.872 0.577
C -0.465 0.122 -1.189
C 0.777 -0.064 1.199
N -0.794 -1.102 -0.504
H -1.464 0.604 -1.312
H 0.217 -0.162 -1.946
H 1.672 -0.460 1.594
```

The calculation puts the LUMO energy (alpha / beta) at -0.20 / -0.20 eV. Its frontier orbital gap (alpha / beta) is 8.48 / 8.48 eV. Its total charge is 0.

Here are the Löwdin charges for atoms 1 to 2, given in e: 0.2145 -0.0937


Arrangement 2

Molecular formula: C5H3N
Method: DFT, ωB97M-V/def2-TZVPD

Geometry as XYZ:
```
9
C5H3N (ωB97M-V/def2-TZVPD)
C 0.328 -0.786 -0.537
C 1.331 -1.438 -0.157
C -0.160 0.848 0.301
C -0.691 0.270 -0.938
C 0.488 -0.266 1.027
N 0.747 1.186 1.084
H -0.362 0.913 -1.778
H -1.758 0.012 -0.906
H 0.078 -0.739 1.904
```

The calculation puts the LUMO energy at -0.26 eV. Its frontier orbital gap is 8.89 eV. Its total charge is 0.

Here are the Löwdin charges for atoms 1 to 2, given in e: -0.2453 0.1175


Relative energies in hartree: arrangement 1 0.0506; arrangement 2 0.0000


Arrangement 1

Molecular formula: C5H6OS
Method: DFT, ωB97M-V/def2-TZVPD

Geometry as XYZ:
```
13
C5H6OS (ωB97M-V/def2-TZVPD)
O -0.018 -0.052 -2.389
C -0.075 -0.121 -1.192
C -1.156 -0.862 -0.483
C -1.436 -0.761 0.819
C -0.636 0.035 1.808
C 0.841 0.082 1.436
S 1.132 0.772 -0.221
H -1.784 -1.420 -1.174
H -2.309 -1.260 1.222
H -1.054 1.053 1.867
H -0.752 -0.398 2.795
H 1.416 0.742 2.117
H 1.284 -0.898 1.497
```

The calculation puts the LUMO energy at 0.38 eV. Its frontier orbital gap is 9.80 eV. Its total charge is 0. Its SMILES is O=C1C=CCCS1.

Here are the Löwdin charges for atoms 1 to 2, given in e: 0.0118 -0.7170


Arrangement 2

Molecular formula: C5H6OS
Method: DFT, ωB97M-V/def2-TZVPD

Geometry as XYZ:
```
13
C5H6OS (ωB97M-V/def2-TZVPD)
C 1.309 1.687 -0.436
C 2.022 0.854 0.310
C 2.013 -0.628 0.219
C 1.018 -1.422 -0.162
O -0.257 -0.974 -0.534
C -0.985 -0.338 0.393
S -2.406 0.346 0.075
H 0.623 1.319 -1.203
H 1.379 2.749 -0.312
H 2.699 1.244 1.041
H 2.936 -1.144 0.482
H 1.116 -2.502 -0.257
H -0.474 -0.323 1.383
```

The calculation puts the LUMO energy at 0.32 eV. Its frontier orbital gap is 9.28 eV. Its total charge is 0. Its SMILES is C=C/C=C\OC=S.

Here are the Löwdin charges for atoms 1 to 2, given in e: 0.0265 -0.1646


Relative energies in hartree: arrangement 1 0.0000; arrangement 2 0.0672


Arrangement 1

Molecular formula: C5H6OS
Method: DFT, ωB97M-V/def2-TZVPD

Geometry as XYZ:
```
13
C5H6OS (ωB97M-V/def2-TZVPD)
S -0.050 3.330 0.567
C -0.744 1.929 -0.146
C -0.184 0.684 0.023
C 0.378 -0.036 0.993
C 0.755 -1.511 0.641
O 0.374 -1.672 -0.679
C -0.473 -0.451 -0.979
H -1.362 2.120 -1.052
H 1.001 0.534 1.857
H 0.294 -2.398 1.144
H 1.979 -1.422 0.666
H -0.469 -0.315 -2.095
H -1.498 -0.791 -0.940
```

The calculation puts the LUMO energy at -1.45 eV. Its frontier orbital gap is 7.46 eV. Its total charge is 0. Its SMILES is S=CC1=CCOC1.

Here are the Löwdin charges for atoms 1 to 2, given in e: 0.6190 -0.5432


Arrangement 2

Molecular formula: C5H6OS
Method: DFT, ωB97M-V/def2-TZVPD

Geometry as XYZ:
```
13
C5H6OS (ωB97M-V/def2-TZVPD)
O 2.391 -0.331 -0.316
C 1.275 -0.249 0.076
C 0.258 -1.445 0.237
S -1.531 -0.781 -0.080
C -0.674 0.787 -0.501
C -0.311 2.123 0.095
C 0.448 0.869 0.504
H 0.237 -1.810 1.308
H 0.399 -2.401 -0.351
H -0.376 0.848 -1.513
H -0.741 2.512 1.096
H -0.090 2.956 -0.618
H -0.033 0.525 1.419
```

The calculation puts the LUMO energy at 0.69 eV. Its frontier orbital gap is 9.82 eV. Its total charge is 0. Its SMILES is O=C1CS[C@H]2C[C@H]12.

Here are the Löwdin charges for atoms 1 to 2, given in e: 0.1292 -0.4484


Relative energies in hartree: arrangement 1 0.0106; arrangement 2 0.0000


Arrangement 1

Molecular formula: C8H10N3O2
Method: DFT, ωB97M-V/def2-TZVPD

Geometry as XYZ:
```
23
C8H10N3O2 (ωB97M-V/def2-TZVPD)
C 3.772 0.180 -0.041
C 2.848 1.163 0.360
C 3.386 -1.065 -0.460
C 1.554 0.790 0.617
C 2.032 -1.331 -0.475
C 1.132 -0.514 0.179
C -2.286 0.766 -0.579
C -0.140 -1.052 0.277
N -1.142 -1.606 0.577
N -2.149 1.069 0.696
N -3.427 0.388 -1.078
O -2.268 -1.871 0.945
O -4.459 0.044 -0.246
H 4.879 0.503 -0.126
H 3.214 2.102 0.708
H 4.115 -1.795 -1.024
H 0.947 1.466 1.119
H 1.633 -2.280 -0.716
H -1.633 1.055 -1.366
H -1.478 1.742 1.058
H -2.984 0.835 1.258
H -3.524 0.070 -2.095
H -4.023 -0.658 0.412
```

The calculation puts the LUMO energy at -3.69 eV. Its frontier orbital gap is 8.62 eV. Its total charge is +1.

Here are the Löwdin charges for atoms 1 to 2, given in e: -0.0687 -0.0607


Arrangement 2

Molecular formula: C8H10N3O2
Method: DFT, ωB97M-V/def2-TZVPD

Geometry as XYZ:
```
23
C8H10N3O2 (ωB97M-V/def2-TZVPD)
C -0.624 2.499 0.793
N -1.349 1.545 0.045
O -2.012 1.783 -0.920
C -1.147 -0.141 0.460
N -2.134 -0.791 -0.279
N -3.337 -0.939 0.227
O -4.188 -1.465 -0.422
C 0.254 -0.461 0.098
C 1.140 -0.884 1.090
C 2.431 -1.242 0.747
C 2.853 -1.159 -0.573
C 1.978 -0.728 -1.559
C 0.682 -0.377 -1.229
H 0.291 2.055 1.187
H -1.234 2.815 1.650
H -0.415 3.388 0.192
H -1.370 -0.145 1.526
H -1.923 -1.088 -1.239
H 0.812 -0.961 2.115
H 3.111 -1.590 1.507
H 3.865 -1.426 -0.832
H 2.302 -0.663 -2.584
H 0.013 -0.025 -2.002
```

The calculation puts the LUMO energy at -6.48 eV. Its frontier orbital gap is 6.85 eV. Its total charge is +1. Its SMILES is C[N+](=O)[C@@H](NN=O)c1ccccc1.

Here are the Löwdin charges for atoms 1 to 2, given in e: 0.0413 -0.0874


Arrangement 3

Molecular formula: C8H10N3O2
Method: DFT, ωB97M-V/def2-TZVPD

Geometry as XYZ:
```
23
C8H10N3O2 (ωB97M-V/def2-TZVPD)
N 1.756 -2.853 -0.748
C 0.976 -2.122 0.097
C 1.099 -0.771 0.410
C 1.350 0.328 1.163
C 0.925 2.005 0.886
C -0.236 1.988 -0.009
N -0.950 2.986 -0.536
C -1.940 2.475 -1.330
C -1.900 1.124 -1.280
N -0.784 0.857 -0.458
C -0.363 -2.626 0.535
O -1.384 -1.965 0.591
O -0.204 -3.780 1.164
H 1.527 -3.738 -1.085
H 2.499 -2.451 -1.255
H 2.026 0.254 2.047
H 0.873 2.584 1.830
H 1.863 2.164 0.398
H -0.908 3.899 -0.325
H -2.586 3.276 -1.776
H -2.603 0.447 -1.825
H -0.193 0.036 -0.356
H -0.845 -4.117 1.863
```

The calculation puts the LUMO energy at -2.92 eV. Its frontier orbital gap is 9.05 eV. Its total charge is +1. Its SMILES is NC(=C=CCc1[nH]cc[nH+]1)C(=O)O.

Here are the Löwdin charges for atoms 1 to 2, given in e: 0.1784 -0.1955


Relative energies in hartree: arrangement 1 0.1045; arrangement 2 0.1120; arrangement 3 0.0000


Arrangement 1

Molecular formula: H12O6
Method: DFT, ωB97M-V/def2-TZVPD

Geometry as XYZ:
```
18
H12O6 (ωB97M-V/def2-TZVPD)
O 0.148 -1.603 0.026
H 0.748 -1.019 0.492
H -0.346 -2.008 0.844
O 2.831 2.334 -1.379
H 3.718 2.250 -1.054
H 2.618 1.451 -1.824
O 4.981 -1.228 0.024
H 4.167 -0.737 0.160
H 4.843 -2.210 0.213
O -4.359 -0.461 -1.260
H -3.394 -0.328 -1.627
H -4.282 -1.360 -0.979
O -2.554 0.301 -0.326
H -1.707 -0.030 0.145
H -3.203 0.496 0.294
O -0.986 1.405 1.961
H -1.326 1.178 2.811
H -1.895 1.569 1.479
```

The calculation puts the LUMO energy at -0.04 eV. Its frontier orbital gap is 9.98 eV. Its total charge is 0. Its SMILES is O.O.O.O.O.O.

Here are the Löwdin charges for atoms 1 to 2, given in e: -0.0916 0.0183


Arrangement 2

Molecular formula: H12O6
Method: DFT, ωB97M-V/def2-TZVPD

Geometry as XYZ:
```
18
H12O6 (ωB97M-V/def2-TZVPD)
O 0.587 0.776 2.549
H 1.058 0.110 2.035
H -0.322 0.455 2.572
O 0.736 -3.788 -0.292
H 0.041 -4.444 -0.417
H 0.354 -2.974 -0.639
O -2.615 0.305 -1.563
H -1.897 0.433 -0.934
H -3.065 1.157 -1.582
O -3.930 2.920 -0.216
H -4.513 2.833 0.547
H -3.415 2.106 -0.211
O 1.755 1.862 -0.095
H 1.559 1.909 0.848
H 2.238 1.034 -0.193
O 3.558 -1.801 -0.996
H 4.046 -1.045 -1.342
H 3.825 -1.849 -0.071
```

The calculation puts the LUMO energy at -0.11 eV. Its frontier orbital gap is 11.46 eV. Its total charge is 0. Its SMILES is O.O.O.O.O.O.

Here are the Löwdin charges for atoms 1 to 2, given in e: -0.0497 0.0347


Relative energies in hartree: arrangement 1 0.0471; arrangement 2 0.0000


Arrangement 1

Molecular formula: H12O6
Method: DFT, ωB97M-V/def2-TZVPD

Geometry as XYZ:
```
18
H12O6 (ωB97M-V/def2-TZVPD)
O -0.510 -2.579 -0.385
H -1.200 -3.150 -0.881
H -1.050 -1.772 -0.186
O -1.549 0.049 0.299
H -1.223 0.235 1.231
H -1.274 0.749 -0.150
O -0.991 2.548 1.744
H -0.094 2.710 1.387
H -1.577 3.080 1.266
O 2.338 -2.111 0.450
H 2.546 -3.003 0.748
H 1.343 -2.198 0.382
O -0.153 2.276 -0.763
H -0.484 2.290 -1.701
H 0.530 1.606 -0.885
O 1.295 0.138 -0.816
H 1.700 -0.731 -1.012
H 0.355 -0.137 -0.729
```

The calculation puts the LUMO energy at 0.49 eV. Its frontier orbital gap is 11.70 eV. Its total charge is 0. Its SMILES is O.O.O.O.O.O.

Here are the Löwdin charges for atoms 1 to 2, given in e: -0.1092 0.1001


Arrangement 2

Molecular formula: H12O6
Method: DFT, ωB97M-V/def2-TZVPD

Geometry as XYZ:
```
18
H12O6 (ωB97M-V/def2-TZVPD)
O 1.603 2.748 -0.445
H 1.218 2.539 0.420
H 0.922 3.257 -0.892
O -2.229 -1.775 -1.074
H -2.431 -1.027 -1.645
H -3.074 -2.213 -0.928
O -0.639 -3.382 0.710
H -0.956 -3.014 -0.124
H 0.316 -3.287 0.674
O 2.244 -0.042 -1.279
H 2.459 -0.796 -1.834
H 1.664 -0.388 -0.585
O -0.128 -0.127 0.173
H -0.261 0.706 -0.293
H -0.969 -0.601 0.126
O 0.262 2.637 2.026
H 0.503 1.809 2.457
H -0.502 2.955 2.514
```

The calculation puts the LUMO energy at 0.14 eV. Its frontier orbital gap is 10.57 eV. Its total charge is 0. Its SMILES is O.O.O.O.O.O.

Here are the Löwdin charges for atoms 1 to 2, given in e: -0.0644 -0.0205


Arrangement 3

Molecular formula: H12O6
Method: DFT, ωB97M-V/def2-TZVPD

Geometry as XYZ:
```
18
H12O6 (ωB97M-V/def2-TZVPD)
O 0.663 0.933 0.237
H 1.356 0.850 -0.429
H 0.234 1.770 0.026
O 0.479 -1.489 -2.567
H 1.245 -2.041 -2.764
H 0.191 -1.171 -3.430
O -1.718 -0.957 0.045
H -2.413 -0.833 -0.612
H -1.266 -0.106 0.073
O 1.361 0.566 -3.672
H 1.485 0.747 -2.733
H 0.629 1.139 -3.927
O -1.649 -0.515 2.513
H -1.692 -1.112 1.758
H -0.745 -0.607 2.833
O 0.836 1.201 3.652
H 1.218 1.923 4.164
H -0.025 1.537 3.379
```

The calculation puts the LUMO energy at 0.10 eV. Its frontier orbital gap is 10.38 eV. Its total charge is 0. Its SMILES is O.O.O.O.O.O.

Here are the Löwdin charges for atoms 1 to 2, given in e: -0.0337 0.0340


Arrangement 4

Molecular formula: H12O6
Method: DFT, ωB97M-V/def2-TZVPD

Geometry as XYZ:
```
18
H12O6 (ωB97M-V/def2-TZVPD)
O -3.865 -0.537 -0.660
H -3.130 -0.075 -0.317
H -4.481 -0.715 0.044
O 1.433 0.909 -3.176
H 2.019 0.871 -3.951
H 2.064 1.341 -2.585
O 0.395 0.787 0.070
H -0.403 0.427 0.495
H 0.013 1.432 -0.505
O 2.000 0.661 2.781
H 1.216 0.583 2.252
H 1.890 0.892 3.712
O 1.867 -1.250 -0.239
H 2.152 -1.308 -1.148
H 1.200 -0.549 -0.230
O -1.358 -0.806 1.101
H -1.167 -1.505 0.520
H -1.837 -1.165 1.841
```

The calculation puts the LUMO energy at 0.19 eV. Its frontier orbital gap is 10.51 eV. Its total charge is 0. Its SMILES is O.O.O.O.O.O.

Here are the Löwdin charges for atoms 1 to 2, given in e: -0.0327 -0.0175


Relative energies in hartree: arrangement 1 0.0043; arrangement 2 0.0000; arrangement 3 0.0200; arrangement 4 0.0131